[1]
{
  "formula": "CFNO2",
  "method": "ωB97M-V with the def2-TZVPD basis set",
  "homo_ha": -0.399,
  "gap_ev": 8.64,
  "spin_multiplicity": 1,
  "symbols": ["C", "N", "O", "O", "F"],
  "positions_angstrom": [[0.4581, 0.4576, -0.1280], [-0.6779, -0.0972, -0.1405], [1.1271, 1.3624, 0.1040], [-1.4530, -0.6794, -0.8051], [0.5458, -1.0434, 0.9695]],
  "forces_ev_per_angstrom": [[2.760, -0.214, 1.555], [-3.727, -0.562, 0.415], [0.370, 0.243, -0.490], [0.388, -0.400, -0.515], [0.209, 0.934, -0.965]]
}

[2]
{
  "formula": "CFNO2S2",
  "method": "ωB97M-V with the def2-TZVPD basis set",
  "homo_ha": [-0.392, -0.378],
  "gap_ev": [6.88, 6.72],
  "spin_multiplicity": 1,
  "symbols": ["C", "N", "O", "O", "F", "S", "S"],
  "positions_angstrom": [[-1.5112, 0.8138, -0.1131], [-0.6387, 1.2103, -0.7906], [1.2537, -1.3629, -1.0746], [1.3203, 0.8799, 0.0313], [0.7487, -1.2378, 1.3135], [-2.8341, 0.2411, 0.5997], [1.6614, -0.5443, 0.0337]],
  "forces_ev_per_angstrom": [[-0.360, -0.300, -0.085], [-0.312, 0.477, -0.558], [0.440, 0.236, 0.128], [0.943, -0.750, 0.630], [1.196, 1.133, -1.330], [-0.109, -0.011, 0.270], [-1.797, -0.785, 0.946]]
}

Looking at ΔE to the lowest compared entry with this formula, charge and spin for the records above, in order, we have 2.496 2.375 eV.